w) Below is a single C5H8N2O molecule, with properties calculated with the ωB97M-V functional and the def2-TZVPD basis.

Its SMILES is O/N=C1\C[C@@H]2N[C@@H]2C1. The HOMO energy comes out at -9.24 eV. The value obtained for the HOMO-LUMO gap is 9.88 eV.

Positions of all 16 atoms, in Å:
1 C -0.064 -0.396 0.742
2 C -1.500 -0.554 0.199
3 C -1.070 -0.432 -1.275
4 C 0.243 -0.035 -1.725
5 C 1.041 0.140 -0.215
6 H 1.547 1.122 2.655
7 H -1.949 0.633 0.614
8 H -2.282 -1.406 0.522
9 H -1.691 -1.043 -2.054
10 H -0.863 1.478 -1.045
11 H 0.761 -0.591 -2.536
12 H 1.291 1.395 -0.307
13 H 2.166 -0.374 -0.002
14 N 0.384 -0.260 1.890
15 N -0.910 0.894 -1.861
16 O 1.599 0.251 1.950

Löwdin population analysis, charges in e, atoms 1 to 4: -0.332, -0.046, -0.400, -0.227


x) Below is a single C5H8N2O molecule, with properties calculated with the ωB97M-V functional and the def2-TZVPD basis.

Its SMILES is C=C(C)[C@H]1N=CON1. The HOMO energy comes out at -9.09 eV. The value obtained for the HOMO-LUMO gap is 10.01 eV.

Positions of all 16 atoms, in Å:
1 C -0.726 -0.841 2.530
2 C 1.383 0.015 -1.370
3 C 0.492 0.084 -0.396
4 C 0.506 -0.914 0.740
5 C -0.596 1.111 -0.337
6 N 0.284 -0.286 2.026
7 N -0.568 -1.940 0.614
8 O -1.332 -1.809 1.825
9 H -1.156 -0.612 3.488
10 H 1.370 0.706 -2.196
11 H 2.160 -0.729 -1.378
12 H 1.469 -1.441 0.765
13 H -1.578 0.641 -0.261
14 H -0.459 1.731 0.549
15 H -0.581 1.742 -1.221
16 H -1.209 -1.718 -0.148

Löwdin population analysis, charges in e, atoms 1 to 4: -0.221, 0.063, -0.328, -0.334


y) Below is a molecular structure, C5H8N2O, with properties calculated with the ωB97M-V functional and the def2-TZVPD basis.

The HOMO energy comes out at -9.70 eV. The value obtained for the HOMO-LUMO gap is 10.35 eV.

Positions of all 16 atoms, in Å:
1 C 0.493 -0.314 -1.039
2 C -1.445 -0.848 0.197
3 C -1.591 -1.867 -0.727
4 C 1.816 1.149 0.580
5 C 0.389 1.934 0.534
6 H -2.355 -0.412 1.120
7 H -0.600 -1.151 0.981
8 H -0.935 -2.521 -0.390
9 H -2.438 -2.086 -1.433
10 H 2.824 1.573 0.206
11 H 2.039 0.282 1.507
12 H 0.666 3.221 0.112
13 H -0.329 1.718 1.458
14 N -0.873 -0.480 -1.027
15 N 1.025 0.947 -0.508
16 O 1.313 -1.144 -1.572

Löwdin population analysis, charges in e, atoms 1 to 4: -0.424, -0.305, -0.039, -0.250


z) Below is 2 unconnected molecules or ions with the total composition C5H8N2O, with properties calculated with the ωB97M-V functional and the def2-TZVPD basis.

The HOMO energy comes out at -8.42 eV. The value obtained for the HOMO-LUMO gap is 8.98 eV.

Positions of all 16 atoms, in Å:
1 C 1.574 -0.761 0.577
2 N 0.938 0.229 -0.271
3 C 0.844 -0.596 -2.217
4 C -0.364 0.662 0.023
5 C -1.337 -0.358 0.421
6 C -0.742 1.932 -0.154
7 N -2.449 -0.027 0.913
8 O 0.671 -1.723 -2.070
9 H 1.541 1.018 -0.476
10 H -3.073 -0.801 1.133
11 H -1.024 -1.393 0.244
12 H 1.457 -0.531 1.644
13 H 2.636 -0.797 0.333
14 H 1.149 -1.753 0.381
15 H -1.766 2.207 0.007
16 H -0.056 2.692 -0.486

Löwdin population analysis, charges in e, atoms 1 to 4: -0.097, -0.161, -0.029, -0.372


Stability comparison, relative energies in kJ/mol: w) 504.0; x) 30.3; y) 532.3; z) 0.0


w) Below is a single C5H8N2O molecule, with properties calculated with the ωB97M-V functional and the def2-TZVPD basis.

The HOMO energy (alpha / beta) comes out at -8.55 / -8.08 eV. The value obtained for the HOMO-LUMO gap (alpha / beta) is 7.79 / 6.89 eV.

Positions of all 16 atoms, in Å:
1 C -0.355 0.549 -1.723
2 C 0.633 -0.526 0.553
3 C -0.479 0.699 -0.219
4 C -0.932 -1.083 0.808
5 C 1.357 -0.012 1.591
6 O 1.307 -1.468 -0.226
7 N -1.757 -0.364 0.239
8 N -0.462 1.810 0.435
9 H 0.684 -1.913 -0.813
10 H -1.334 2.328 0.342
11 H -0.996 -2.041 1.320
12 H 0.628 0.916 -2.024
13 H -0.473 -0.478 -2.062
14 H -1.128 1.164 -2.185
15 H 2.295 -0.466 1.883
16 H 1.011 0.885 2.082

Löwdin population analysis, charges in e, atoms 1 to 4: -0.021, -0.430, -0.500, -0.124


x) Below is a molecular structure, C5H8N2O, with properties calculated with the ωB97M-V functional and the def2-TZVPD basis.

The HOMO energy comes out at -8.93 eV. The value obtained for the HOMO-LUMO gap is 9.56 eV.

Positions of all 16 atoms, in Å:
1 C 1.674 -1.093 0.093
2 C 0.600 1.086 -0.510
3 C -0.876 1.109 0.077
4 C -0.737 -0.200 0.663
5 C -1.932 -1.017 0.098
6 H 2.773 0.024 -0.875
7 H 1.535 -1.983 0.753
8 H 1.158 1.756 0.022
9 H 0.678 1.346 -1.589
10 H -1.706 1.148 -0.646
11 H -1.055 1.826 0.810
12 H -0.656 -0.347 1.724
13 H -2.694 -1.512 0.795
14 N 2.813 -0.862 -0.382
15 N 0.550 -0.228 0.039
16 O -2.125 -1.055 -1.072

Löwdin population analysis, charges in e, atoms 1 to 4: -0.253, -0.095, -0.114, -0.276


Stability comparison, relative energies in kJ/mol: w) 289.8; x) 0.0


w) Below is a single C5H8N2O molecule, with properties calculated with the ωB97M-V functional and the def2-TZVPD basis.

Its SMILES is O=NN1CC=CCC1. The HOMO energy comes out at -9.09 eV. The value obtained for the HOMO-LUMO gap is 9.92 eV.

Positions of all 16 atoms, in Å:
1 C -0.827 -0.842 0.520
2 C -1.338 -0.034 -0.639
3 C -0.441 1.258 -0.845
4 C 0.772 1.454 -0.347
5 C 1.356 0.503 0.593
6 H -1.312 -0.371 1.491
7 H -1.269 -1.921 0.545
8 H -1.493 -0.735 -1.482
9 H -2.326 0.476 -0.285
10 H -0.894 2.026 -1.544
11 H 1.342 2.399 -0.636
12 H 2.393 0.377 0.337
13 H 1.552 0.869 1.677
14 N 1.268 -1.839 0.196
15 N 0.577 -0.821 0.662
16 O 0.640 -2.799 -0.244

Löwdin population analysis, charges in e, atoms 1 to 4: -0.239, -0.166, -0.089, -0.133


x) Below is a single C5H8N2O molecule, with properties calculated with the ωB97M-V functional and the def2-TZVPD basis.

Its SMILES is O[C@@H]1[C@H]2CC=NN[C@H]12. The HOMO energy comes out at -8.44 eV. The value obtained for the HOMO-LUMO gap is 9.23 eV.

Positions of all 16 atoms, in Å:
1 C 1.677 -0.002 0.310
2 C 0.403 -0.804 -0.024
3 C -1.042 -1.282 0.088
4 C -1.814 -0.024 -0.451
5 C 0.505 0.522 0.648
6 H 2.148 0.489 -1.640
7 H 2.441 -0.408 1.005
8 H 0.400 -0.640 -1.013
9 H -1.565 -1.565 1.110
10 H -1.210 -2.016 -0.867
11 H -2.966 0.127 -0.647
12 H -0.333 2.478 0.794
13 H 0.353 0.171 1.767
14 N -1.361 1.122 -0.406
15 N -0.198 1.696 0.005
16 O 2.560 0.136 -0.678

Löwdin population analysis, charges in e, atoms 1 to 4: -0.405, -0.177, -0.132, -0.202


Stability comparison, relative energies in kJ/mol: w) 0.0; x) 374.7


w) Below is a single CH6N2S molecule, with properties calculated with the ωB97M-V functional and the def2-TZVPD basis.

Its SMILES is NNCS. The HOMO energy comes out at -8.36 eV. The value obtained for the HOMO-LUMO gap is 9.15 eV.

Positions of all 10 atoms, in Å:
1 C -0.245 -0.672 0.547
2 N 1.087 0.828 -0.622
3 N 0.876 0.126 0.588
4 S -2.128 0.437 0.013
5 H -0.461 -1.460 -0.070
6 H -0.686 -0.880 1.566
7 H 0.642 0.335 -1.432
8 H 2.087 0.894 -0.883
9 H 0.890 0.751 1.328
10 H -2.062 -0.359 -1.036

Löwdin population analysis, charges in e, atoms 1 to 4: -0.309, -0.017, -0.169, 0.412


x) Below is 2 unconnected molecules or ions with the total composition CH6N2S, with properties calculated with the ωB97M-V functional and the def2-TZVPD basis.

The HOMO energy comes out at -7.85 eV. The value obtained for the HOMO-LUMO gap is 8.12 eV.

Positions of all 10 atoms, in Å:
1 C -0.256 -0.868 0.340
2 N -0.011 0.579 -1.535
3 N 0.551 -0.407 -0.679
4 S 0.241 0.758 2.198
5 H -1.319 -0.750 0.246
6 H 0.103 -1.553 1.147
7 H -0.888 1.007 -1.100
8 H -0.213 0.269 -2.537
9 H 1.601 -0.460 -0.617
10 H 0.994 -0.186 2.755

Löwdin population analysis, charges in e, atoms 1 to 4: -0.162, -0.022, -0.190, 0.219


y) Below is 2 unconnected molecules or ions with the total composition CH6N2S, with properties calculated with the ωB97M-V functional and the def2-TZVPD basis.

The HOMO energy comes out at -5.30 eV. The value obtained for the HOMO-LUMO gap is 4.26 eV.

Positions of all 10 atoms, in Å:
1 S -3.169 -0.712 -1.665
2 H -2.409 0.194 -2.201
3 N 0.183 0.821 1.226
4 C 0.754 -0.276 0.768
5 N 1.109 -0.389 -0.483
6 H 0.320 1.699 0.740
7 H -0.211 0.828 2.147
8 H 0.839 -1.132 1.420
9 H 1.329 -1.334 -0.755
10 H 1.256 0.302 -1.197

Löwdin population analysis, charges in e, atoms 1 to 4: -0.365, -0.581, 0.195, -0.168


z) Below is 2 unconnected molecules or ions with the total composition CH6N2S, with properties calculated with the ωB97M-V functional and the def2-TZVPD basis.

Its SMILES is [H]/N=C/N.S. The HOMO energy comes out at -8.34 eV. The value obtained for the HOMO-LUMO gap is 8.49 eV.

Positions of all 10 atoms, in Å:
1 S -1.929 -1.357 -0.599
2 H -2.913 -0.731 -1.282
3 N 1.719 -0.291 -0.194
4 C 0.909 0.368 0.787
5 N -0.211 0.789 0.344
6 H 1.464 0.128 -1.075
7 H 1.570 -1.294 -0.136
8 H 1.256 0.756 1.748
9 H -0.663 1.646 0.647
10 H -1.202 -0.015 -0.240

Löwdin population analysis, charges in e, atoms 1 to 4: 0.265, -0.278, 0.070, -0.257


Stability comparison, relative energies in kJ/mol: w) 68.8; x) 114.2; y) 95.7; z) 0.0


w) Below is 7 unconnected molecules or ions with the total composition C4H19NO9, with properties calculated with the ωB97M-V functional and the def2-TZVPD basis.

Its net charge is -2. The HOMO energy comes out at -2.05 eV. The value obtained for the HOMO-LUMO gap is 7.82 eV.

Positions of all 33 atoms, in Å:
1 O 0.039 0.513 3.916
2 C -0.506 0.998 2.890
3 O -1.649 1.533 2.931
4 C 0.592 1.069 1.688
5 C -0.039 1.079 0.320
6 C 1.010 0.991 -0.828
7 O 0.515 0.286 -1.968
8 N 1.574 0.034 1.906
9 H 1.017 2.037 2.012
10 H -0.470 2.068 0.151
11 H -0.798 0.341 0.081
12 H 1.242 1.986 -1.273
13 H 1.937 0.488 -0.555
14 H 1.574 -0.688 1.193
15 H 1.376 -0.449 2.777
16 H 1.334 -2.389 -2.722
17 H 1.118 -1.126 -2.007
18 O 1.753 -1.971 -1.965
19 H -2.458 0.318 -1.375
20 H -0.874 -0.126 -1.798
21 O -1.910 -0.091 -2.050
22 H -2.516 2.398 1.681
23 H -1.999 3.276 0.602
24 O -2.790 2.773 0.797
25 H 3.389 -0.141 -2.726
26 H 2.009 0.450 -2.940
27 O 2.854 0.247 -3.424
28 H 1.684 -2.771 0.039
29 H 0.280 -2.890 -0.238
30 O 0.993 -3.441 0.110
31 H -2.251 -1.785 -2.228
32 H -2.340 -2.496 -0.800
33 O -2.399 -2.640 -1.743

Löwdin population analysis, charges in e, atoms 1 to 4: -0.103, -0.623, -0.086, -0.324


x) Below is 7 unconnected molecules or ions with the total composition C4H19NO9, with properties calculated with the ωB97M-V functional and the def2-TZVPD basis.

Its net charge is -2. The HOMO energy comes out at -2.46 eV. The value obtained for the HOMO-LUMO gap is 8.37 eV.

Positions of all 33 atoms, in Å:
1 O -2.229 0.081 3.366
2 C -1.181 -0.259 2.792
3 O 0.010 -0.062 3.178
4 C -1.314 -1.076 1.453
5 C -0.623 -0.340 0.305
6 C -0.392 -1.245 -0.935
7 O 0.603 -0.729 -1.779
8 N -2.717 -1.344 1.111
9 H -0.837 -2.060 1.579
10 H 0.356 0.014 0.613
11 H -1.217 0.506 -0.018
12 H -0.066 -2.233 -0.567
13 H -1.311 -1.396 -1.523
14 H -3.028 -0.655 0.441
15 H -3.255 -1.213 1.947
16 H 1.111 2.213 -1.913
17 H 0.461 0.825 -2.151
18 O 0.354 1.815 -2.404
19 H 2.585 -0.799 0.408
20 H 2.008 -0.560 -1.048
21 O 2.891 -0.482 -0.473
22 H 1.311 -0.855 2.466
23 H 1.461 -2.089 1.525
24 O 1.993 -1.400 1.952
25 H 0.080 0.066 -4.389
26 H 0.328 -1.007 -3.308
27 O 0.123 -0.912 -4.300
28 H -1.046 2.554 -1.995
29 H -2.188 2.359 -0.985
30 O -1.932 2.913 -1.716
31 H 2.969 1.112 -0.407
32 H 2.444 2.197 0.559
33 O 2.917 2.121 -0.293

Löwdin population analysis, charges in e, atoms 1 to 4: -0.058, -0.654, -0.089, -0.329


Stability comparison, relative energies in kJ/mol: w) 201.4; x) 0.0